{"formula": "C60H59BFGeN11O3V", "method": "ωB97M-V/def2-TZVPD", "multiplicity": 2, "s2": 0.967, "relative_energy_ev": 0.000, "e_lumo_ev": [-5.26, -5.19], "homo_ev": [-11.53, -10.98], "total_charge": 2, "energy_ha": -6295.05034, "elements": ["V", "C", "C", "C", "C", "N", "N", "B", "N", "C", "C", "C", "C", "N", "N", "C", "C", "C", "C", "N", "N", "C", "C", "C", "C", "N", "H", "H", "H", "H", "H", "H", "H", "H", "H", "H", "H", "H", "H", "H", "H", "H", "H", "H", "H", "H", "F", "C", "C", "C", "C", "O", "C", "C", "N", "C", "C", "C", "C", "C", "C", "N", "C", "C", "N", "C", "C", "C", "O", "O", "H", "H", "H", "H", "H", "H", "H", "H", "H", "H", "H", "H", "H", "H", "H", "H", "H", "H", "C", "C", "C", "C", "C", "C", "C", "C", "C", "C", "C", "C", "C", "C", "C", "H", "H", "H", "H", "H", "H", "H", "H", "H", "H", "Ge", "C", "C", "C", "C", "C", "C", "C", "C", "C", "C", "C", "C", "H", "H", "H", "H", "H", "H", "H", "H", "H", "H", "H"], "xyz": [[-1.629, -0.665, 0.758], [1.072, 2.460, 0.047], [0.255, 2.303, 1.274], [0.514, 2.668, 2.589], [-0.605, 2.295, 3.310], [-1.493, 1.736, 2.482], [-0.968, 1.736, 1.252], [-2.795, 1.055, 3.004], [-3.767, 0.644, 1.885], [-5.075, 0.971, 1.836], [-5.695, 0.145, 0.931], [-4.682, -0.691, 0.439], [-4.814, -1.752, -0.588], [-3.531, -0.369, 1.023], [-2.293, -0.211, 3.708], [-2.205, -0.501, 5.019], [-1.670, -1.761, 5.139], [-1.449, -2.196, 3.823], [-0.959, -3.544, 3.437], [-1.807, -1.233, 2.977], [-3.469, 2.046, 3.897], [-4.469, 1.879, 4.804], [-5.019, 3.107, 5.054], [-4.298, 4.002, 4.229], [-4.506, 5.463, 4.062], [-3.381, 3.350, 3.544], [2.081, 2.768, 0.305], [1.104, 1.523, -0.512], [0.641, 3.216, -0.611], [1.392, 3.146, 2.972], [-0.816, 2.420, 4.354], [-5.486, 1.761, 2.431], [-6.728, 0.138, 0.653], [-5.768, -2.263, -0.475], [-4.789, -1.305, -1.584], [-4.003, -2.475, -0.508], [-2.507, 0.206, 5.764], [-1.478, -2.311, 6.036], [-0.973, -4.193, 4.308], [-1.598, -3.989, 2.676], [0.062, -3.502, 3.055], [-4.716, 0.908, 5.189], [-5.822, 3.343, 5.721], [-4.602, 5.953, 5.027], [-3.672, 5.894, 3.515], [-5.421, 5.643, 3.498], [4.768, 1.325, 1.345], [4.343, 0.075, 1.047], [2.996, -0.175, 1.103], [2.501, -1.452, 0.835], [1.068, -1.665, 0.744], [0.275, -0.687, 0.817], [0.660, -3.014, 0.518], [1.597, -3.998, 0.408], [2.933, -3.784, 0.465], [3.806, -4.922, 0.360], [3.511, -6.121, 1.211], [4.711, -5.276, 1.507], [3.417, -2.502, 0.611], [4.782, -2.212, 0.525], [5.267, -0.917, 0.702], [6.638, -0.644, 0.490], [7.572, -1.161, 1.481], [9.002, -0.887, 0.987], [8.942, -0.729, -0.486], [8.249, 0.536, -0.854], [7.017, 0.690, 0.058], [-0.790, -3.409, 0.342], [-1.072, -4.592, 0.290], [-1.656, -2.469, 0.211], [2.312, 0.610, 1.372], [1.265, -5.014, 0.251], [4.174, -5.091, -0.647], [3.647, -7.099, 0.779], [2.680, -6.063, 1.898], [5.688, -5.680, 1.287], [4.680, -4.656, 2.390], [5.474, -3.008, 0.306], [7.397, -2.232, 1.591], [7.432, -0.694, 2.467], [9.668, -1.709, 1.251], [9.404, 0.033, 1.414], [8.370, -1.504, -0.847], [9.873, -0.770, -0.914], [7.955, 0.471, -1.902], [8.932, 1.377, -0.735], [6.208, 1.144, -0.513], [7.244, 1.352, 0.903], [-1.589, 1.289, 0.071], [-2.002, 2.117, -0.827], [-2.334, 2.969, -1.781], [-3.703, 3.346, -2.115], [-3.960, 4.472, -2.900], [-5.253, 4.780, -3.276], [-6.304, 3.970, -2.877], [-6.058, 2.856, -2.087], [-4.769, 2.543, -1.703], [-1.244, 3.586, -2.589], [-0.992, 3.142, -3.881], [0.009, 3.732, -4.635], [0.759, 4.772, -4.110], [0.501, 5.226, -2.828], [-0.497, 4.639, -2.068], [-3.145, 5.110, -3.205], [-5.446, 5.647, -3.889], [-7.312, 4.205, -3.181], [-6.881, 2.226, -1.781], [-4.564, 1.670, -1.096], [-1.594, 2.346, -4.296], [0.186, 3.387, -5.642], [1.527, 5.243, -4.704], [1.065, 6.052, -2.424], [-0.722, 5.027, -1.084], [-1.554, -0.943, -1.896], [0.368, -0.757, -2.408], [0.876, 0.495, -2.738], [2.177, 0.635, -3.185], [2.991, -0.479, -3.313], [2.493, -1.733, -2.997], [1.194, -1.867, -2.542], [-2.352, -2.503, -2.846], [-3.429, -2.212, -3.679], [-4.050, -3.203, -4.415], [-3.589, -4.508, -4.339], [-2.505, -4.806, -3.532], [-1.897, -3.814, -2.781], [-2.235, 0.260, -2.630], [0.231, 1.360, -2.686], [2.548, 1.612, -3.458], [3.999, -0.375, -3.687], [3.107, -2.612, -3.136], [0.801, -2.851, -2.326], [-3.772, -1.186, -3.755], [-4.898, -2.960, -5.041], [-4.076, -5.289, -4.904], [-2.131, -5.818, -3.476], [-1.077, -4.086, -2.134]]}